{
  "formula": "C13H40N8O7",
  "method": "the ωB97M-V functional and the def2-TZVPD basis",
  "symbols": ["O", "O", "O", "O", "O", "O", "O", "N", "N", "N", "N", "N", "N", "N", "N", "C", "C", "C", "C", "C", "C", "C", "C", "C", "C", "C", "C", "C", "H", "H", "H", "H", "H", "H", "H", "H", "H", "H", "H", "H", "H", "H", "H", "H", "H", "H", "H", "H", "H", "H", "H", "H", "H", "H", "H", "H", "H", "H", "H", "H", "H", "H", "H", "H", "H", "H", "H", "H"],
  "xyz": [[8.34343, 10.10448, 11.38746], [8.99290, 15.22349, 12.00357], [6.92447, 13.48208, 8.20981], [6.79590, 11.88088, 14.87847], [10.55887, 19.07354, 9.92548], [8.35211, 13.06311, 5.50767], [5.99640, 11.74690, 11.59173], [8.02386, 15.42367, 9.91163], [9.78396, 18.08130, 6.47134], [8.94151, 12.35461, 14.36112], [8.08474, 13.36889, 10.95040], [4.80928, 10.54536, 13.19553], [4.24586, 10.42274, 10.89816], [8.83981, 11.45084, 8.77408], [7.15903, 13.94579, 14.06925], [8.40685, 9.44060, 10.15123], [10.24050, 20.29383, 7.38836], [8.35237, 14.73411, 11.05327], [8.52935, 9.23376, 12.47640], [7.88198, 10.36134, 9.03862], [7.60499, 12.68855, 14.47777], [10.49335, 18.79074, 7.51791], [7.22333, 13.81831, 5.81936], [10.18943, 18.72626, 11.21848], [6.37216, 13.18254, 6.93217], [9.87704, 18.38774, 8.92019], [7.61894, 9.57464, 7.75478], [5.03540, 11.00517, 11.90863], [10.76346, 19.19276, 12.02722], [8.62740, 9.81924, 13.36207], [5.46244, 10.90874, 13.87528], [9.16522, 20.50590, 7.43208], [10.66586, 20.93151, 8.20674], [5.37029, 13.55582, 6.88760], [7.83528, 16.43103, 9.85905], [7.49099, 14.74609, 6.22217], [4.05416, 9.87736, 13.37784], [10.11744, 17.68312, 11.53190], [9.28000, 18.71034, 5.87150], [10.66924, 20.62802, 6.39617], [8.16711, 12.13622, 5.65010], [6.18150, 13.85055, 13.83156], [7.31830, 13.01696, 10.44550], [9.20032, 11.42263, 14.76224], [10.38236, 17.43712, 5.94642], [8.53851, 9.42746, 7.19684], [9.40204, 8.58769, 12.40652], [9.16201, 19.06490, 11.33297], [9.63008, 13.04698, 14.13109], [7.74486, 12.92478, 8.28302], [8.99189, 11.99387, 9.64298], [9.49216, 9.15276, 9.93175], [6.91777, 10.06185, 7.10471], [8.78530, 18.60122, 8.88862], [9.93398, 17.31620, 9.02521], [7.19006, 8.56740, 7.95378], [7.66288, 8.58396, 12.59450], [3.92742, 9.48899, 11.04355], [6.63228, 13.99626, 4.92197], [6.98460, 10.81880, 9.49346], [7.53490, 14.96895, 9.19760], [7.78734, 8.53073, 10.08586], [9.77661, 11.11493, 8.56843], [11.54397, 18.54295, 7.65106], [7.81886, 14.36748, 13.39602], [8.19329, 12.99220, 11.84876], [4.53903, 10.69342, 9.96226], [6.22086, 12.13058, 6.69081]],
  "forces_ev_per_angstrom": [[0.26, -0.31, -0.24], [-1.20, -0.69, -0.65], [0.10, -1.19, -0.55], [-0.59, -1.26, 0.70], [1.15, -0.15, -0.13], [0.97, 0.07, -0.09], [-2.43, -0.72, 1.00], [0.19, 1.79, 1.07], [0.71, -0.88, 0.04], [-0.58, -0.80, 0.57], [1.66, 2.19, 0.53], [-0.45, 0.33, -1.93], [0.48, 1.28, 0.56], [-0.05, 0.83, 0.63], [1.90, -1.01, 0.00], [0.81, -0.32, -0.88], [1.11, 0.93, -0.61], [0.72, 0.28, -1.09], [-0.37, -0.35, -0.23], [0.88, -0.02, 0.73], [0.02, 0.72, -0.65], [-1.48, 0.64, 2.39], [-1.60, -1.30, 0.21], [-1.51, 0.11, 1.35], [0.48, 0.61, -0.70], [-0.23, 0.05, -1.41], [-0.25, -0.78, 0.58], [1.79, -0.84, -0.62], [0.33, 0.37, -0.75], [-0.04, 0.52, 0.54], [-0.04, -0.08, 0.54], [0.06, -0.21, -0.32], [-0.05, -0.85, -0.72], [-0.60, 0.70, 0.19], [0.73, -0.73, 0.82], [0.86, 1.55, 0.32], [0.76, 0.79, 0.10], [0.49, -0.55, -0.87], [0.10, 0.00, -0.31], [-0.57, -0.03, 1.02], [-0.07, -0.27, 0.05], [0.16, 0.37, -0.26], [-1.29, -0.08, -0.47], [-0.28, 1.76, -0.61], [-0.52, 0.53, 0.17], [0.22, -0.03, -0.03], [0.36, 0.00, -0.35], [-0.44, 0.27, 0.41], [0.20, -0.02, 0.06], [-0.29, 0.16, -0.06], [-0.31, -0.35, -0.45], [-1.15, 0.11, 0.15], [-0.30, 0.44, -0.32], [0.29, 0.32, 0.17], [0.33, -0.63, 0.24], [0.28, 0.59, 0.02], [-0.22, -0.14, 0.02], [-0.19, -0.33, -0.10], [-0.28, -0.05, -0.17], [0.13, -0.11, -0.53], [-0.78, -1.21, -1.01], [0.13, -0.01, 0.63], [-0.22, -0.34, -0.37], [0.22, 0.05, -0.65], [-0.85, 0.41, 0.33], [0.01, -1.29, 1.05], [-0.13, -0.32, 0.49], [0.43, -0.52, 0.47]],
  "relative_energy_kj_mol": 297.9,
  "e_tot_ha": -1484.099499,
  "orbital_gap_ev": 9.4,
  "smiles": "COC[C@H](C)N.COC[C@H](C)N.NC(N)=O.NC(N)=O.NC(N)=O.OCCO",
  "e_homo_ev": -8.9705,
  "total_charge": 0
}